No. 1
{
  "formula": "C2H3N2O2",
  "method": "wB97M-V/def2-TZVPD",
  "gap_ev": [6.6, 6.6],
  "smiles": "O=NN/C=C\\[O-]",
  "total_charge": -1,
  "e_tot_ev": -9195.3836,
  "lumo_ev": [4.6, 4.6],
  "symbols": ["C", "C", "N", "N", "O", "O", "H", "H", "H"],
  "coordinates": [[-0.76828, -0.30492, -0.05355], [-1.09882, 1.04868, -0.02842], [0.55731, -0.72653, 0.00834], [1.75988, 0.05313, -0.06109], [2.79376, -0.61122, 0.07585], [-0.31789, 1.98011, 0.05407], [-1.54348, -1.10719, -0.02890], [-2.17311, 1.35003, -0.07565], [0.79063, -1.68209, 0.10935]],
  "nbo_charge": [-0.378, 0.245, -0.413, 0.201, -0.526, -0.718, 0.174, 0.064, 0.351]
}


No. 2
{
  "formula": "C19H23N3O5S",
  "method": "wB97M-V/def2-TZVPD",
  "gap_ev": 9.0,
  "smiles": "C/C(N)=C(/C#N)C(=O)COC(=O)c1cc(S(=O)(=O)N2CCCCC2)ccc1C",
  "total_charge": 0,
  "e_tot_ev": -45619.3371,
  "lumo_ev": 0.1,
  "symbols": ["C", "C", "N", "H", "H", "C", "C", "N", "C", "O", "C", "H", "O", "C", "O", "C", "C", "C", "C", "C", "C", "C", "H", "H", "H", "H", "H", "S", "O", "O", "N", "C", "C", "C", "C", "C", "H", "H", "H", "H", "H", "H", "H", "H", "H", "H", "H", "H", "H", "H", "H"],
  "coordinates": [[1.37037, 3.27243, -1.52258], [1.73158, 2.81714, -0.16094], [1.14252, 3.45341, 0.85727], [0.29973, 3.97390, 0.67195], [1.24073, 3.08013, 1.79005], [2.65974, 1.80853, 0.08436], [2.88499, 1.44979, 1.42306], [3.03589, 1.17186, 2.52999], [3.31912, 1.05395, -0.96236], [3.13825, 1.20597, -2.15357], [4.30417, -0.03031, -0.48289], [5.32087, 0.32086, -0.68511], [4.18144, -1.22320, -1.24000], [3.06489, -1.95550, -1.16544], [2.94290, -2.94761, -1.82917], [2.00076, -1.48851, -0.20430], [0.97311, -0.68220, -0.68109], [0.00444, -0.23699, 0.19436], [0.01746, -0.60249, 1.52742], [1.01838, -1.43495, 1.98784], [2.02625, -1.88163, 1.13580], [3.12404, -2.74404, 1.67590], [3.77685, -2.15022, 2.31673], [3.71738, -3.18270, 0.87804], [2.70815, -3.54519, 2.28340], [1.04079, -1.73102, 3.02536], [-0.75196, -0.22206, 2.17941], [-1.25688, 0.89896, -0.34928], [-1.05879, 1.21378, -1.74013], [-1.28018, 2.01727, 0.55842], [-2.64545, 0.00829, -0.09891], [-3.85740, 0.79458, 0.03412], [-4.98438, -0.09949, 0.54071], [-5.19041, -1.26464, -0.42401], [-3.87753, -2.02465, -0.59441], [-2.77982, -1.07087, -1.05640], [-1.81622, -1.58227, -1.11120], [-3.01460, -0.67065, -2.05330], [-3.98898, -2.82664, -1.32475], [-3.58364, -2.46361, 0.36033], [-5.96518, -1.93380, -0.04674], [-5.51688, -0.88098, -1.39317], [-5.89780, 0.48902, 0.63371], [-4.71715, -0.48434, 1.52581], [-3.63518, 1.59906, 0.73623], [-4.13660, 1.23850, -0.93329], [0.93140, -0.38101, -1.71688], [4.19727, -0.22992, 0.58676], [0.96894, 4.28262, -1.49235], [2.21635, 3.21494, -2.20114], [0.59629, 2.60648, -1.91358]],
  "nbo_charge": [-0.699, 0.438, -0.725, 0.414, 0.411, -0.485, 0.288, -0.370, 0.554, -0.574, -0.176, 0.231, -0.477, 0.788, -0.543, -0.110, -0.180, -0.360, -0.156, -0.199, 0.033, -0.651, 0.236, 0.229, 0.232, 0.224, 0.237, 2.325, -0.952, -0.967, -0.672, -0.232, -0.402, -0.398, -0.404, -0.234, 0.220, 0.192, 0.219, 0.205, 0.214, 0.198, 0.217, 0.205, 0.234, 0.181, 0.262, 0.205, 0.216, 0.272, 0.287]
}


No. 3
{
  "formula": "C34H39N2O4Sn",
  "method": "wB97M-V/def2-TZVPD",
  "gap_ev": [5.4, 5.5],
  "total_charge": 1,
  "e_tot_ev": -52881.3504,
  "lumo_ev": [-6.0, -5.8],
  "symbols": ["O", "C", "C", "H", "H", "C", "H", "H", "C", "H", "H", "H", "C", "H", "H", "H", "Sn", "C", "C", "C", "H", "C", "C", "H", "H", "H", "H", "C", "C", "C", "H", "C", "C", "H", "H", "H", "H", "O", "C", "C", "H", "H", "C", "H", "H", "C", "H", "H", "H", "H", "O", "C", "N", "C", "C", "O", "N", "C", "C", "C", "C", "C", "C", "C", "C", "C", "C", "C", "C", "H", "H", "H", "H", "H", "H", "H", "H", "H", "H", "H"],
  "coordinates": [[4.64233, 2.76011, -3.16452], [5.33574, 1.88421, -4.07693], [6.48589, 2.74492, -4.49307], [4.70717, 1.69017, -4.95574], [5.70237, 0.97375, -3.58444], [5.74911, 3.66312, -3.50691], [6.42262, 3.00230, -5.54480], [7.44259, 2.30991, -4.19326], [5.21295, 4.94385, -4.16411], [4.51573, 4.68650, -4.98028], [6.07498, 5.55261, -4.50942], [4.62962, 5.52467, -3.43122], [6.60289, 3.93854, -2.27557], [6.89842, 2.97433, -1.82836], [6.00939, 4.49853, -1.53256], [7.49196, 4.54217, -2.56918], [0.18453, 0.46770, 0.68196], [0.40112, -0.78977, 3.35209], [0.36016, -2.03390, 2.68392], [1.45279, -2.09923, 1.78175], [-0.33554, -2.85593, 2.90136], [2.25533, -0.93776, 1.98213], [1.57628, -0.09779, 2.93261], [1.91246, 0.87616, 3.29814], [-0.33279, -0.42285, 4.08202], [1.64406, -2.90834, 1.06782], [3.23678, -0.74302, 1.53533], [-2.21389, 2.36354, 1.84866], [-0.93769, 2.84364, 2.21362], [-0.20129, 3.10103, 1.02212], [-0.58053, 2.99521, 3.23784], [-1.02382, 2.68392, -0.09761], [-2.27407, 2.24226, 0.44295], [-3.14220, 1.92062, -0.14277], [-3.03760, 2.15968, 2.54047], [0.76678, 3.60350, 0.95007], [-0.77223, 2.80609, -1.15336], [1.89645, 1.46237, -2.89139], [2.67205, 1.65161, -1.67929], [3.75568, 0.51534, -1.62372], [1.99496, 1.52508, -0.78289], [3.10412, 2.63166, -1.68800], [3.53079, -0.13147, -3.00013], [3.41131, -0.14786, -0.81773], [4.77635, 0.83379, -1.41407], [2.01124, -0.00068, -3.10041], [4.03888, -1.10003, -3.12303], [3.84480, 0.52239, -3.83072], [1.48940, -0.65258, -2.36114], [1.62247, -0.16467, -4.10008], [-1.13063, -1.36745, -1.00960], [-1.90934, -1.45980, -0.04550], [-3.00892, -2.27912, 0.11464], [-3.65130, -2.09958, 1.39682], [-2.78827, -0.99254, 2.00061], [-2.92446, -0.48510, 3.11484], [-1.77968, -0.72382, 1.10803], [-5.09077, -1.68556, 1.17127], [-5.50804, -0.36401, 1.27685], [-6.86745, -0.06939, 1.11307], [-7.78261, -1.08431, 0.82933], [-7.32684, -2.39246, 0.64363], [-5.98520, -2.70346, 0.83419], [-3.52747, -3.33611, 2.28333], [-4.33794, -3.45173, 3.42183], [-4.26427, -4.59174, 4.21198], [-3.32535, -5.58816, 3.91590], [-2.49980, -5.45310, 2.79227], [-2.60042, -4.32792, 1.97319], [-3.38216, -2.77831, -0.69031], [-4.78850, 0.42448, 1.52649], [-7.18872, 0.96026, 1.21501], [-8.84838, -0.85599, 0.75481], [-8.01239, -3.18403, 0.35166], [-5.63569, -3.73412, 0.75617], [-5.00128, -2.62969, 3.69309], [-4.91981, -4.68776, 5.07953], [-3.23410, -6.45984, 4.56381], [-1.75840, -6.20881, 2.55277], [-1.93272, -4.20025, 1.11217]],
  "lowdin_charge": [-0.098, -0.233, -0.068, 0.134, 0.122, -0.570, 0.119, 0.123, -0.012, 0.095, 0.101, 0.086, -0.019, 0.091, 0.088, 0.104, 1.602, -0.123, -0.072, -0.113, 0.125, -0.142, -0.189, 0.116, 0.126, 0.121, 0.118, -0.068, -0.115, -0.172, 0.121, -0.190, -0.106, 0.126, 0.126, 0.125, 0.122, -0.138, -0.214, -0.140, 0.014, 0.098, -0.172, 0.081, 0.107, -0.156, 0.129, 0.069, 0.114, 0.123, -0.017, -0.569, 0.169, -0.290, -0.417, 0.076, 0.042, -0.165, -0.013, -0.061, -0.070, -0.060, -0.028, -0.165, -0.017, -0.057, -0.069, -0.072, -0.046, 0.180, 0.103, 0.105, 0.111, 0.110, 0.129, 0.132, 0.113, 0.108, 0.105, 0.117]
}